Formula: C3H5F2P
Source: the OMol25 dataset
Level of theory: ωB97M-V/def2-TZVPD

Summary:
- E_tot: -658.3054 Eh
- HOMO level: -9.602 eV
- Multiplicity: 1

Element x y z (Å)
C: 1.363 0.409 -0.613
C: 0.383 0.166 0.638
F: 0.396 -1.189 0.938
C: -0.972 0.683 0.375
P: -2.319 1.395 0.136
H: 1.875 -0.521 -1.120
H: 0.809 0.922 -1.477
H: 2.243 0.975 -0.253
H: 0.797 0.707 1.454
F: -2.269 -1.462 -0.385
H: -2.304 -2.085 0.307